[1]
12
Properties=species:S:1:pos:R:3:forces:R:3 method="wB97M-V/def2-TZVPD" charge=0 orbital_gap_ev=10.762 lumo_ev=0.91 e_homo_ev=-9.85
O -0.105 -1.842 -0.484 0.4 0.2 0.0
C 0.908 -1.191 -0.540 -0.2 -0.1 0.0
C 1.012 0.222 -0.062 0.2 -0.1 -0.1
C -0.165 1.122 -0.225 -0.2 0.2 -0.2
N 0.152 0.569 1.072 0.1 0.2 0.3
H 1.832 -1.614 -0.986 -0.1 0.0 0.0
H 2.003 0.670 -0.127 -0.2 -0.1 0.0
H -1.061 0.711 -0.684 0.2 0.0 0.1
H 0.033 2.173 -0.426 0.0 -0.2 0.1
H 0.620 1.258 1.657 -0.1 -0.1 -0.1
H -2.255 -1.131 0.374 -0.1 0.0 0.0
H -2.975 -0.947 0.432 0.0 0.0 0.0


[2]
102
Properties=species:S:1:pos:R:3:forces:R:3 method="wB97M-V/def2-TZVPD" multiplicity=2 charge=+2 orbital_gap_ev="5.505 / 4.691" lumo_ev="-6.37 / -7.13" e_homo_ev="-11.88 / -11.83"
Ir 0.163 -0.297 0.335 0.6 -0.1 -1.2
C -1.364 4.747 -0.790 0.0 0.0 0.0
N -0.684 3.753 -1.612 -0.1 -0.1 0.0
C -0.013 4.010 -2.782 0.0 -0.1 0.0
C 0.473 2.825 -3.227 0.0 0.0 0.1
N 0.111 1.855 -2.325 -0.4 -0.1 -0.2
B 0.343 0.325 -2.530 0.6 0.4 0.0
N 1.854 0.111 -2.655 -0.2 -0.5 0.2
C 2.556 -0.512 -3.674 0.0 0.3 0.1
C 3.827 -0.675 -3.249 0.0 0.0 0.1
N 3.884 -0.197 -1.948 0.0 0.0 -0.1
C 5.051 -0.238 -1.077 0.0 0.0 0.0
C 2.674 0.261 -1.600 -0.2 0.1 -0.2
S 2.241 0.965 -0.078 -0.1 0.2 0.3
C -0.595 2.435 -1.358 0.2 0.1 -0.1
S -1.243 1.626 0.014 0.7 -0.8 0.5
H -1.530 5.631 -1.398 0.0 0.0 0.0
H -0.755 5.005 0.074 0.0 0.0 0.0
H -2.323 4.353 -0.461 0.0 0.0 0.0
H 0.067 5.002 -3.188 0.0 0.0 0.0
H 1.059 2.601 -4.100 0.0 0.0 -0.1
H -0.069 -0.282 -1.489 -0.2 -0.5 0.1
H -0.259 -0.088 -3.475 0.0 0.0 0.1
H 2.100 -0.745 -4.617 0.0 -0.1 0.0
H 4.689 -1.085 -3.741 0.0 0.0 0.0
H 5.887 -0.632 -1.649 0.0 0.0 0.0
H 4.853 -0.893 -0.229 0.0 0.0 0.0
H 5.292 0.761 -0.723 0.0 0.0 0.0
N -4.676 1.346 0.257 0.2 0.0 -0.1
C -4.553 0.553 -0.812 -0.2 0.0 0.1
N -5.659 0.014 -1.321 0.2 0.0 0.0
S -3.040 0.195 -1.515 -0.1 0.0 -0.1
H -5.574 1.590 0.640 0.0 0.0 0.0
H -3.860 1.824 0.603 -0.1 0.0 0.0
H -6.575 0.197 -0.944 0.0 0.0 0.0
H -5.590 -0.575 -2.134 0.0 0.0 0.0
N 2.408 -1.028 2.551 0.2 0.3 -0.3
C 1.308 -0.517 3.129 -0.2 0.1 0.1
C 1.214 -0.483 4.538 0.1 0.0 0.0
C 0.092 -0.009 5.144 0.0 0.0 0.1
C -0.966 0.458 4.354 0.0 0.0 -0.1
C -0.829 0.397 3.001 0.2 0.0 0.2
N 0.278 -0.086 2.367 -0.4 -0.3 0.4
H 3.204 -1.201 3.142 0.0 -0.1 0.0
H 2.606 -0.801 1.583 0.0 -0.1 0.2
H 2.054 -0.842 5.117 0.0 0.0 0.0
H 0.024 0.008 6.223 0.0 0.0 0.0
H -1.869 0.858 4.790 0.0 0.0 0.0
H -1.617 0.751 2.359 0.0 0.0 0.0
C 5.896 -5.245 2.754 0.0 0.0 0.0
C 4.690 -4.740 2.012 0.1 0.0 0.0
C 4.689 -4.616 0.634 0.0 0.0 0.0
C 3.571 -4.161 -0.059 0.0 0.0 0.1
C 3.640 -4.114 -1.565 0.0 -0.1 0.0
C 2.411 -3.821 0.654 -0.1 0.0 0.0
As 1.041 -3.110 -0.544 -0.6 0.4 0.2
N -0.305 -2.301 0.498 0.5 1.3 -0.8
C -1.460 -2.861 0.975 -0.4 -0.6 0.6
C -2.516 -2.037 1.401 0.3 -0.2 -0.2
C -3.666 -2.586 1.921 -0.2 -0.5 0.1
C -3.804 -3.972 2.013 0.0 0.1 0.0
C -2.772 -4.802 1.578 -0.3 0.2 0.1
C -1.614 -4.259 1.067 0.1 0.4 0.0
C 0.221 -4.640 -1.474 0.0 -0.2 0.0
C -0.521 -4.282 -2.611 0.1 -0.1 0.0
C -0.721 -2.854 -3.027 -0.1 0.1 0.0
C -1.101 -5.271 -3.396 0.0 0.0 0.0
C -0.958 -6.617 -3.102 0.0 0.0 -0.1
C -1.577 -7.680 -3.964 0.0 0.0 0.0
C -0.220 -6.955 -1.978 0.0 0.0 0.0
C 0.366 -6.006 -1.149 0.0 0.1 0.0
C 1.100 -6.558 0.049 0.0 0.0 0.0
C 2.374 -3.968 2.052 0.1 -0.1 -0.1
C 1.152 -3.789 2.908 0.0 0.0 -0.1
C 3.525 -4.408 2.694 0.0 0.0 0.0
H 6.723 -5.449 2.077 0.0 0.0 0.0
H 5.663 -6.166 3.290 0.0 0.0 0.0
H 6.233 -4.518 3.494 0.0 0.0 0.0
H 5.576 -4.890 0.074 0.0 0.0 0.0
H 4.661 -4.277 -1.906 0.0 0.0 0.0
H 3.292 -3.161 -1.963 0.0 0.1 -0.1
H 3.016 -4.889 -2.019 0.0 0.0 0.0
H -2.410 -0.968 1.294 0.0 0.1 -0.1
H -4.467 -1.939 2.252 -0.1 0.0 0.0
H -4.708 -4.403 2.419 0.0 0.0 0.0
H -2.872 -5.876 1.649 0.0 0.0 0.0
H -0.817 -4.907 0.742 0.0 0.0 0.1
H 0.229 -2.327 -3.092 0.0 0.0 0.0
H -1.351 -2.314 -2.316 0.0 0.0 0.1
H -1.203 -2.803 -4.002 0.0 0.0 0.0
H -1.669 -4.977 -4.271 0.0 0.0 0.0
H -2.163 -7.248 -4.771 0.0 0.0 0.0
H -2.229 -8.325 -3.375 0.0 0.0 0.0
H -0.808 -8.315 -4.406 0.0 0.0 0.0
H -0.107 -8.002 -1.721 0.0 0.0 0.0
H 0.630 -7.489 0.364 0.0 0.0 0.0
H 1.114 -5.886 0.898 0.0 0.0 0.1
H 2.140 -6.787 -0.195 0.0 0.1 0.0
H 0.584 -2.899 2.663 -0.1 0.0 -0.1
H 1.438 -3.736 3.958 0.0 0.0 0.0
H 0.482 -4.644 2.805 0.0 0.0 0.0
H 3.498 -4.525 3.772 0.0 0.0 0.0


[3]
10
Properties=species:S:1:pos:R:3:forces:R:3 method="wB97M-V/def2-TZVPD" charge=0 orbital_gap_ev=9.741 lumo_ev=0.46 e_homo_ev=-9.28
O -1.304 0.774 1.785 -0.6 0.0 -1.0
C -0.931 0.350 0.729 2.5 -0.9 -0.7
O -1.470 0.229 -0.516 -1.8 0.6 1.0
C -0.540 -0.218 -1.432 0.7 -0.7 -0.8
C 0.706 -0.283 -0.843 -1.4 -4.1 -1.6
N 0.341 -0.268 0.514 4.0 2.5 0.4
O 1.558 0.467 1.108 -4.8 -0.9 4.5
H -1.122 -0.609 -2.332 1.7 1.0 1.0
H 1.684 -0.977 -1.107 -2.8 2.4 0.4
H 1.078 0.535 2.094 2.4 0.2 -3.2


[4]
27
Properties=species:S:1:pos:R:3:forces:R:3 method="wB97M-V/def2-TZVPD" charge=0 orbital_gap_ev=10.179 lumo_ev=0.78 e_homo_ev=-9.39
H -0.419 2.219 -0.391 -0.1 -0.2 0.3
N 0.439 1.679 -0.481 0.0 0.5 -0.6
C 0.607 0.784 0.385 -0.1 -0.4 0.4
C -0.309 0.489 1.549 -0.1 0.3 -0.2
C 1.857 -0.065 0.309 0.3 0.0 -0.2
C 2.458 -0.043 -1.093 -0.1 -0.1 0.2
C 2.877 0.455 1.328 -0.1 -0.2 0.0
H -0.525 -0.575 1.614 0.0 -0.1 0.0
H -1.241 1.045 1.455 0.0 0.0 0.1
H 0.178 0.787 2.477 0.0 0.0 0.1
H 1.597 -1.096 0.577 0.0 0.0 0.0
H 2.678 0.980 -1.378 0.0 0.1 -0.1
H 1.755 -0.452 -1.814 0.0 0.0 -0.2
H 3.373 -0.631 -1.122 0.1 -0.1 0.0
H 3.113 1.494 1.115 0.0 0.1 0.0
H 2.494 0.385 2.343 0.0 0.0 0.2
H 3.793 -0.128 1.269 0.1 0.0 0.0
C -3.400 -0.834 0.061 -0.2 0.3 0.0
C -2.464 -0.080 -0.852 -0.1 -0.5 0.1
C -1.534 -0.947 -1.659 0.1 0.3 -0.2
O -2.475 1.122 -0.936 -0.1 0.2 0.0
H -3.941 -0.144 0.702 0.0 0.0 0.0
H -2.859 -1.555 0.664 0.1 -0.2 0.1
H -4.118 -1.385 -0.548 0.0 -0.1 0.0
H -0.848 -0.330 -2.227 0.1 0.1 -0.1
H -2.115 -1.567 -2.341 0.0 -0.1 0.0
H -0.971 -1.606 -1.005 0.1 -0.2 0.1


Total energy in eV, matching the order above: -6759.5815 -150461.8813 -10788.1324 -12109.2358
F_max in eV Å⁻¹, matching the order above: 0.4 1.6 6.6 0.7
ΔE to the lowest compared entry with this formula, charge and spin in kcal per mole, matching the order above: 73.1 0.0 105.3 26.2